1.
C36H39F2N4O7STeW | ωB97M-V/def2-TZVPD

Atoms and positions in Å:
W: -0.323 -0.037 0.671
C: 2.962 3.283 3.400
C: 3.473 1.894 3.744
N: 3.778 1.088 2.553
C: 5.121 1.229 1.969
C: 5.138 2.102 0.725
C: 2.884 0.288 1.991
S: 1.315 0.121 2.658
N: 3.353 -0.467 0.957
C: 2.587 -0.993 0.067
O: 1.354 -0.659 -0.183
C: 3.156 -2.032 -0.827
C: 4.540 -2.186 -0.908
C: 5.080 -3.168 -1.719
C: 4.244 -4.014 -2.436
C: 2.866 -3.873 -2.345
C: 2.320 -2.878 -1.548
H: 2.690 3.811 4.314
H: 2.080 3.216 2.766
H: 3.722 3.875 2.890
H: 2.745 1.355 4.344
H: 4.396 1.944 4.322
H: 5.492 0.231 1.740
H: 5.753 1.652 2.748
H: 4.535 1.655 -0.066
H: 6.160 2.205 0.360
H: 4.750 3.098 0.931
H: 5.177 -1.529 -0.334
H: 6.154 -3.281 -1.788
H: 4.667 -4.790 -3.061
H: 2.214 -4.541 -2.891
H: 1.247 -2.777 -1.464
O: -0.751 -1.812 1.496
C: -1.173 -2.227 2.570
C: -1.660 -1.354 3.593
C: -2.070 -1.893 4.823
C: -2.468 -1.041 5.814
C: -2.467 0.349 5.645
C: -2.075 0.883 4.445
C: -1.675 0.041 3.390
O: -1.359 0.595 2.245
N: -2.903 -1.603 7.104
O: -2.931 -2.814 7.204
O: -3.214 -0.818 7.976
H: -1.158 -3.301 2.740
H: -2.071 -2.960 4.994
H: -2.775 0.976 6.468
H: -2.055 1.951 4.279
C: -3.003 0.012 -5.308
O: -1.882 0.503 -4.580
C: -2.041 1.603 -3.817
C: -3.248 2.269 -3.622
C: -3.281 3.447 -2.893
C: -2.122 3.994 -2.363
C: -0.918 3.337 -2.549
C: -0.886 2.137 -3.240
N: 0.392 1.561 -3.505
C: 0.777 0.334 -3.649
C: 0.096 -0.876 -3.328
C: 0.311 -1.981 -4.170
C: -0.347 -3.166 -3.942
C: -1.174 -3.268 -2.815
C: -1.327 -2.222 -1.931
C: -0.692 -0.992 -2.167
O: -0.755 0.015 -1.331
H: -2.657 -0.888 -5.807
H: -3.333 0.743 -6.048
H: -3.827 -0.233 -4.638
H: -4.158 1.878 -4.052
H: -4.228 3.950 -2.751
H: -2.152 4.921 -1.808
H: -0.004 3.730 -2.122
H: 1.097 2.257 -3.709
H: 1.763 0.237 -4.092
H: 0.976 -1.879 -5.019
H: -0.213 -4.009 -4.605
H: -1.680 -4.204 -2.613
H: -1.918 -2.327 -1.030
C: -4.651 0.451 1.810
Te: -3.403 0.410 0.100
C: -4.689 -0.820 -1.058
H: -4.900 -0.554 2.142
H: -5.551 1.006 1.561
H: -4.113 0.973 2.597
H: -5.482 -0.206 -1.477
H: -5.109 -1.612 -0.443
H: -4.104 -1.269 -1.857
F: 0.053 2.874 1.609
C: -0.231 2.135 0.501
F: 0.869 2.314 -0.359
H: -1.083 2.624 0.013

Values from the calculation:
Highest occupied orbital energy (alpha / beta), eV: -9.41 / -9.41
Charge: +1
Gap between HOMO and LUMO (alpha / beta), eV: 5.9 / 5.9

=====

2.
C36H39IrN6P2Se2 | ωB97M-V/def2-TZVPD

Atoms and positions in Å:
Ir: -2.335 -0.526 -0.437
Se: 3.631 2.026 -2.655
P: 3.428 1.082 -0.781
C: 3.764 2.152 0.640
C: 4.792 3.090 0.541
C: 5.098 3.896 1.625
C: 4.369 3.781 2.805
C: 3.348 2.850 2.906
C: 3.051 2.027 1.826
C: 4.629 -0.273 -0.645
C: 4.683 -1.215 -1.674
C: 5.721 -2.125 -1.723
C: 6.722 -2.097 -0.757
C: 6.664 -1.177 0.274
C: 5.615 -0.264 0.333
C: 1.804 0.335 -0.515
C: 0.486 0.782 -0.453
N: -0.269 -0.341 -0.466
N: 0.525 -1.409 -0.546
N: 1.766 -1.021 -0.579
P: -0.383 2.370 -0.279
Se: -2.496 1.817 -0.718
C: 0.260 3.556 -1.459
C: 1.459 4.231 -1.241
C: 1.874 5.204 -2.132
C: 1.100 5.510 -3.240
C: -0.092 4.835 -3.467
C: -0.518 3.862 -2.577
C: -0.073 2.914 1.405
C: -0.412 2.015 2.419
C: -0.423 2.430 3.738
C: -0.110 3.748 4.055
C: 0.200 4.649 3.049
C: 0.202 4.241 1.722
H: 5.338 3.177 -0.392
H: 5.905 4.614 1.551
H: 4.604 4.418 3.649
H: 2.777 2.759 3.821
H: 2.271 1.281 1.911
H: 3.916 -1.215 -2.436
H: 5.769 -2.842 -2.532
H: 7.552 -2.790 -0.817
H: 7.443 -1.149 1.026
H: 5.575 0.455 1.141
H: 2.077 3.994 -0.384
H: 2.816 5.712 -1.966
H: 1.428 6.277 -3.930
H: -0.695 5.071 -4.334
H: -1.452 3.342 -2.738
H: -0.693 0.998 2.164
H: -0.698 1.732 4.518
H: -0.116 4.072 5.088
H: 0.426 5.680 3.292
H: 0.408 4.958 0.940
C: -6.496 -1.321 -0.185
C: -5.409 -0.243 -0.293
C: -5.495 0.676 0.934
C: -5.647 0.573 -1.573
N: -4.118 -0.869 -0.352
H: -7.490 -0.866 -0.147
H: -6.348 -1.909 0.722
H: -6.449 -1.984 -1.050
H: -6.496 1.106 1.009
H: -4.765 1.481 0.859
H: -5.282 0.107 1.841
H: -6.657 0.990 -1.569
H: -5.525 -0.064 -2.451
H: -4.929 1.391 -1.647
N: -2.139 -2.591 -0.228
C: -2.217 -3.735 -0.155
N: -2.259 -5.048 -0.078
C: -3.521 -5.750 0.160
C: -3.618 -6.947 -0.775
C: -2.378 -7.831 -0.637
C: -1.116 -7.019 -0.934
C: -1.025 -5.834 0.016
H: -4.339 -5.049 0.004
H: -3.553 -6.088 1.203
H: -3.702 -6.593 -1.806
H: -4.522 -7.513 -0.540
H: -2.446 -8.684 -1.314
H: -2.324 -8.222 0.386
H: -1.153 -6.651 -1.962
H: -0.224 -7.638 -0.828
H: -0.185 -5.184 -0.224
H: -0.904 -6.188 1.046

Values from the calculation:
Highest occupied orbital energy (alpha / beta), eV: -6.81 / -6.82
Gap between HOMO and LUMO (alpha / beta), eV: 6.9 / 6.9

=====

3.
C36H39N3O6ReS2Sb2SeTe | ωB97M-V/def2-TZVPD

Atoms and positions in Å:
Re: 1.669 -0.015 -0.163
C: -2.350 -3.627 2.770
Sb: -0.904 -3.038 1.297
C: -0.086 -4.984 1.023
C: -2.367 -3.092 -0.340
C: -2.059 -4.003 -1.490
C: -2.531 -5.314 -1.437
C: -2.276 -6.222 -2.449
C: -1.534 -5.829 -3.551
C: -1.058 -4.531 -3.629
C: -1.305 -3.609 -2.616
C: -0.711 -2.235 -2.731
Sb: 1.238 -2.304 -1.697
C: 4.865 -0.325 -1.705
C: 2.346 -2.199 -3.539
H: -2.879 -4.515 2.422
H: -3.066 -2.824 2.945
H: -1.844 -3.853 3.707
H: -0.821 -5.743 1.287
H: 0.790 -5.078 1.664
H: 0.220 -5.110 -0.014
H: -2.512 -2.065 -0.669
H: -3.292 -3.409 0.145
H: -3.123 -5.616 -0.580
H: -2.664 -7.230 -2.378
H: -1.327 -6.531 -4.349
H: -0.486 -4.212 -4.491
H: -1.349 -1.507 -2.241
H: -1.315 -1.478 -4.422
H: 5.462 -0.679 -2.548
H: 4.420 -1.195 -1.217
H: 5.530 0.163 -0.993
H: 2.090 -1.332 -4.144
H: 2.086 -3.099 -4.095
H: 3.413 -2.217 -3.321
O: -0.074 0.224 1.391
S: 0.368 1.591 1.860
O: -0.511 2.688 1.554
N: 1.792 1.617 1.211
C: 2.423 2.741 0.616
C: 2.472 4.017 1.148
C: 3.161 5.007 0.460
C: 3.807 4.704 -0.732
C: 3.776 3.420 -1.261
C: 4.441 3.056 -2.507
C: 4.441 1.799 -2.929
C: 3.800 0.658 -2.188
N: 2.954 1.111 -1.070
C: 3.062 2.426 -0.585
C: 0.482 1.482 3.606
C: 1.147 0.397 4.168
C: 1.263 0.334 5.544
C: 0.727 1.344 6.336
C: 0.068 2.418 5.760
C: -0.062 2.497 4.379
H: 1.976 4.235 2.085
H: 3.198 6.012 0.858
H: 4.347 5.475 -1.268
H: 4.934 3.834 -3.075
H: 4.940 1.529 -3.853
H: 3.146 0.145 -2.900
H: 1.561 -0.385 3.543
H: 1.775 -0.503 5.999
H: 0.827 1.291 7.412
H: -0.349 3.198 6.383
H: -0.575 3.322 3.907
S: 3.569 -2.871 3.035
C: 3.111 -1.914 1.842
N: 2.757 -1.198 0.974
C: -2.892 1.126 1.130
Te: -1.797 0.821 -0.700
C: -2.555 2.702 -1.243
C: -3.606 3.091 -0.248
C: -4.415 4.206 -0.451
C: -5.349 4.575 0.500
C: -5.489 3.829 1.664
C: -4.693 2.716 1.869
C: -3.748 2.343 0.917
H: -2.290 1.165 2.028
H: -3.477 0.199 1.148
H: -2.871 2.643 -2.282
H: -1.667 3.341 -1.189
H: -4.303 4.789 -1.357
H: -5.972 5.444 0.334
H: -6.222 4.111 2.409
H: -4.803 2.127 2.772
O: 0.750 2.451 -3.741
Se: 0.209 1.026 -3.246
O: -1.426 0.990 -3.335
O: 0.081 1.305 -1.053
O: -0.488 -1.841 -4.078

Values from the calculation:
Highest occupied orbital energy (alpha / beta), eV: -7.06 / -7.28
Expectation value of S²: 3.786
Multiplicity: 4
Gap between HOMO and LUMO (alpha / beta), eV: 5.9 / 6.1

=====

4.
C36H40CuN6O7P | ωB97M-V/def2-TZVPD

Atoms and positions in Å:
Cu: -0.770 0.619 -0.365
C: 4.511 1.903 2.696
O: 3.416 1.147 2.092
C: 3.329 1.261 0.748
C: 4.519 0.997 -0.021
C: 4.488 0.918 -1.432
C: 3.313 1.262 -2.090
C: 2.202 1.496 -1.337
C: 2.125 1.442 0.071
N: 0.865 1.345 0.710
N: 0.755 2.112 1.754
C: -0.399 2.308 2.381
C: -1.559 1.367 2.210
O: -1.516 0.326 1.537
C: -2.785 1.823 2.852
C: -2.851 2.996 3.445
C: -1.773 3.900 3.587
C: -2.033 5.200 4.121
C: -1.045 6.096 4.155
C: 0.306 5.783 3.749
C: 0.551 4.479 3.281
C: -0.516 3.569 3.121
H: 4.345 2.972 2.573
H: 4.358 1.710 3.743
H: 5.445 1.688 2.278
H: 5.431 0.738 0.472
H: 5.456 0.760 -1.942
H: 3.355 1.343 -3.167
H: 1.265 1.708 -1.845
H: -3.611 1.178 2.747
H: -3.756 3.372 3.836
H: -3.051 5.494 4.472
H: -1.301 7.079 4.626
H: 1.107 6.459 3.944
H: 1.535 4.108 2.943
O: -5.769 5.396 -0.864
C: -4.781 5.392 -0.137
O: -4.532 6.035 0.901
C: -3.743 4.272 -0.449
C: -2.424 4.445 0.041
C: -1.411 3.553 -0.153
N: -1.676 2.367 -0.838
C: -2.937 2.124 -1.207
C: -4.000 3.066 -1.066
C: -3.084 0.734 -1.767
O: -3.894 0.517 -2.663
O: -2.213 -0.076 -1.393
H: -2.254 5.354 0.619
H: -0.439 3.765 0.112
H: -4.920 2.861 -1.577
O: 0.115 -1.174 -0.734
P: 0.209 -2.636 -1.061
N: -0.789 -3.546 -0.152
C: -0.619 -4.926 0.142
C: -1.411 -5.121 1.390
C: -2.553 -4.153 1.184
C: -1.958 -2.944 0.565
N: 1.705 -3.231 -0.757
C: 2.653 -3.825 -1.767
C: 4.029 -3.776 -1.007
C: 3.809 -2.613 -0.042
C: 2.423 -2.842 0.454
N: -0.051 -3.008 -2.633
C: 0.139 -1.878 -3.617
C: -0.841 -2.153 -4.765
C: -1.121 -3.675 -4.627
C: -0.824 -4.077 -3.174
H: 0.456 -5.122 0.178
H: -0.997 -5.539 -0.698
H: -0.849 -4.907 2.315
H: -1.768 -6.166 1.515
H: -3.160 -3.914 2.030
H: -3.326 -4.690 0.504
H: -1.749 -2.171 1.208
H: -2.558 -2.395 -0.170
H: 2.647 -3.329 -2.696
H: 2.274 -4.924 -1.999
H: 4.814 -3.533 -1.737
H: 4.332 -4.661 -0.475
H: 3.964 -1.697 -0.547
H: 4.465 -2.634 0.743
H: 2.031 -1.946 0.911
H: 2.437 -3.672 1.197
H: 1.183 -2.007 -3.985
H: 0.084 -0.902 -3.169
H: -0.430 -1.861 -5.682
H: -1.783 -1.624 -4.602
H: -0.399 -4.300 -5.228
H: -2.144 -3.956 -4.880
H: -0.318 -5.046 -3.149
H: -1.755 -4.193 -2.485

Values from the calculation:
Highest occupied orbital energy (alpha / beta), eV: -5.11 / -5.06
Charge: -1
Expectation value of S²: 0.754
Multiplicity: 2
Gap between HOMO and LUMO (alpha / beta), eV: 7.0 / 6.8

=====

5.
C36H40F3N5O2S2Sb2V | ωB97M-V/def2-TZVPD

Atoms and positions in Å:
V: -0.440 -0.743 -0.080
C: -3.746 -1.109 -0.462
O: -2.615 -1.320 0.379
C: -2.555 -2.529 1.062
C: -3.631 -3.386 1.182
C: -3.476 -4.560 1.914
C: -2.263 -4.863 2.514
C: -1.187 -3.993 2.385
C: -1.334 -2.835 1.649
N: -0.280 -1.872 1.444
N: 0.706 -1.973 2.269
C: 1.599 -0.928 2.317
C: 1.275 0.391 1.911
O: 0.221 0.701 1.241
C: 2.165 1.457 2.294
C: 3.335 1.210 2.915
C: 3.729 -0.123 3.272
C: 4.965 -0.364 3.904
C: 5.327 -1.630 4.277
C: 4.444 -2.699 4.023
C: 3.240 -2.488 3.400
C: 2.851 -1.188 3.005
H: -4.651 -1.018 0.135
H: -3.840 -1.921 -1.183
H: -3.564 -0.174 -0.980
H: -4.582 -3.156 0.724
H: -4.318 -5.234 2.010
H: -2.150 -5.780 3.080
H: -0.223 -4.207 2.825
H: 1.867 2.465 2.029
H: 4.003 2.030 3.158
H: 5.626 0.476 4.093
H: 6.279 -1.809 4.761
H: 4.722 -3.704 4.319
H: 2.578 -3.318 3.188
F: 0.575 -2.218 -5.010
C: 1.598 -2.728 -4.317
F: 2.644 -2.808 -5.168
F: 1.270 -3.990 -3.999
C: 1.943 -1.901 -3.104
C: 3.211 -1.382 -2.988
C: 3.554 -0.603 -1.890
C: 2.586 -0.357 -0.952
N: 1.346 -0.859 -1.037
C: 0.995 -1.659 -2.086
S: -0.628 -2.276 -1.977
H: 3.941 -1.585 -3.760
H: 4.544 -0.183 -1.775
H: 2.797 0.261 -0.090
C: -4.271 3.033 0.669
Sb: -2.562 2.245 1.703
C: -2.754 3.676 3.284
C: -0.998 3.393 0.684
C: -1.538 4.560 -0.094
C: -1.590 5.799 0.555
C: -2.133 6.926 -0.034
C: -2.631 6.840 -1.327
C: -2.565 5.627 -1.990
C: -2.033 4.472 -1.404
C: -2.051 3.226 -2.294
Sb: -1.059 1.334 -1.986
C: -1.757 0.696 -3.898
C: 0.833 2.019 -2.696
H: -4.162 4.106 0.505
H: -5.144 2.848 1.301
H: -4.431 2.536 -0.291
H: -2.848 4.676 2.853
H: -1.879 3.634 3.935
H: -3.644 3.453 3.876
H: -0.380 2.705 0.115
H: -0.378 3.742 1.510
H: -1.187 5.865 1.560
H: -2.160 7.863 0.509
H: -3.056 7.707 -1.817
H: -2.939 5.561 -3.008
H: -1.625 3.495 -3.264
H: -3.091 2.953 -2.495
H: -1.305 1.333 -4.659
H: -2.843 0.804 -3.945
H: -1.490 -0.345 -4.068
H: 0.648 2.710 -3.518
H: 1.418 1.173 -3.057
H: 1.388 2.526 -1.907
N: 1.858 -5.833 -1.807
C: 2.565 -4.890 -1.136
N: 3.791 -4.632 -1.657
S: 1.952 -4.091 0.198
H: 2.105 -6.061 -2.756
H: 0.879 -5.870 -1.578
H: 4.218 -5.268 -2.308
H: 4.396 -4.064 -1.089

Values from the calculation:
Highest occupied orbital energy (alpha / beta), eV: -6.36 / -7.38
Expectation value of S²: 3.825
Multiplicity: 4
Gap between HOMO and LUMO (alpha / beta), eV: 6.1 / 7.0

=====

Asked for maximum force across the records above, the calculation gives 1.27, 1.56, 1.42, 3.93, 2.51 eV/A in order.
Asked for energy relative to the best compared isomer or geometry (same formula, charge and spin) across the records above, the calculation gives 0.00, 54.98, 164.95, 174.47, 42.06 kJ/mol in order.